69
Properties=species:S:1:pos:R:3:forces:R:3:lowdin_spin:R:1 method="wB97M-V/def2-TZVPD" multiplicity=5 charge=+1 s_squared=6.01 homo_energy_ev="-10.42 / -10.41" gap_ev="8.7 / 6.3"
Co -0.687 -0.927 0.627 0.2604 0.1403 0.1840 3.069
C -3.542 -2.095 1.085 -0.0040 -0.0423 0.0290 0.002
N -2.917 -0.760 1.060 -0.0444 0.2250 -0.3558 0.060
C -3.675 0.090 0.118 -0.0856 -0.2203 0.0774 0.002
C -2.960 -0.139 2.395 -0.1117 0.0132 -0.0884 0.002
C -1.923 -0.750 3.298 0.1214 -0.0052 0.0994 0.002
N -0.575 -0.541 2.744 -0.0479 -0.0059 0.0018 0.080
C 0.374 -1.503 3.348 -0.0629 0.0691 0.0381 0.003
C -0.100 0.836 2.991 -0.0547 -0.0607 0.0287 0.004
H -4.594 -2.014 1.375 -0.0178 0.0233 0.0014 0.001
H -3.028 -2.754 1.784 -0.0544 0.0725 -0.0955 0.000
H -3.482 -2.542 0.092 0.0124 0.0421 0.0705 0.000
H -4.689 0.267 0.493 -0.0062 -0.0514 -0.0076 0.002
H -3.741 -0.408 -0.846 0.0226 -0.0289 -0.0464 0.000
H -3.169 1.036 -0.012 0.0312 -0.0225 0.0359 0.000
H -3.952 -0.251 2.845 -0.0901 -0.0004 -0.0499 0.001
H -2.779 0.929 2.267 0.0000 -0.0026 0.0080 0.000
H -2.082 -1.825 3.380 0.0012 0.0196 0.0379 0.000
H -2.010 -0.329 4.303 0.0699 0.0278 0.0991 0.002
H 0.426 -1.352 4.430 -0.0276 0.0058 0.0162 0.002
H 1.357 -1.358 2.912 0.0076 0.0195 -0.0035 0.000
H 0.044 -2.521 3.142 -0.0150 0.0691 -0.0147 0.000
H 0.007 1.008 4.066 -0.0007 -0.0043 0.0237 0.002
H -0.800 1.564 2.580 0.0459 -0.0971 0.0268 0.000
H 0.865 0.968 2.506 -0.0120 -0.0301 0.0099 0.000
C -0.675 -3.954 0.052 0.1972 0.4721 0.0460 0.053
O -0.824 -2.649 0.570 0.0081 -0.6323 0.0811 0.439
H 0.328 -4.078 -0.355 0.0850 0.0577 -0.0640 0.011
H -1.402 -4.157 -0.730 -0.1459 0.0728 -0.1093 0.006
H -0.805 -4.675 0.854 -0.0621 -0.0756 0.1882 0.011
C -2.518 3.938 -0.089 0.0355 0.0299 0.0110 0.000
C -1.237 4.236 -0.866 -0.0981 -0.0383 0.1041 0.000
C -0.003 3.507 -0.346 -0.0207 0.1609 0.0799 0.004
S 0.253 1.776 -0.709 -0.2087 -0.5387 0.1626 0.006
O -0.905 1.000 -0.024 0.2735 0.3497 -0.1556 0.062
C -0.062 1.731 -2.485 -0.0678 -0.0565 -0.0503 0.002
C -1.514 1.444 -2.887 0.0539 -0.1544 -0.0162 0.000
C -1.756 -0.046 -3.131 -0.0736 0.0505 -0.0641 -0.001
H -3.383 4.395 -0.573 0.0914 -0.0080 0.0450 0.000
H -2.456 4.336 0.928 0.0060 -0.0532 -0.0767 0.000
H -2.695 2.867 -0.018 0.0048 0.0793 -0.0101 0.000
H -1.013 5.300 -0.787 -0.0095 0.0933 -0.0533 0.000
H -1.376 4.036 -1.929 0.0159 -0.0169 -0.0272 0.000
H 0.062 3.552 0.745 0.0342 0.0678 -0.0330 0.000
H 0.921 3.946 -0.745 -0.1064 0.0063 0.0820 0.000
H 0.598 0.942 -2.845 -0.0052 0.0370 -0.0338 0.000
H 0.314 2.689 -2.854 -0.0427 -0.0468 -0.0180 0.000
H -1.731 2.001 -3.800 0.0252 0.0379 -0.0062 0.000
H -2.202 1.811 -2.124 -0.0042 0.0312 -0.0043 0.000
H -1.065 -0.435 -3.886 -0.0950 0.0592 0.0906 0.000
H -2.775 -0.220 -3.485 0.0863 0.0312 0.0262 0.000
H -1.597 -0.625 -2.222 0.0148 -0.0054 -0.0102 -0.001
O 0.608 -1.115 -1.227 0.0428 0.0304 0.1257 0.060
C 1.577 -0.906 -0.447 -0.0555 0.1068 0.0885 0.007
O 1.328 -0.581 0.772 0.1970 -0.2999 -0.5883 0.097
C 2.975 -1.014 -0.919 0.0065 0.0686 0.2145 0.004
C 3.231 -1.664 -2.115 0.0636 -0.0417 -0.2026 0.001
C 4.540 -1.826 -2.583 -0.2257 -0.1004 -0.1758 0.000
C 5.539 -1.303 -1.807 0.2475 -0.0858 -0.2048 0.000
O 6.875 -1.328 -2.047 0.1949 0.0882 0.0985 0.000
C 7.511 -0.666 -0.938 -0.6660 -0.0687 -0.0843 0.000
O 6.460 -0.216 -0.066 0.1751 -0.0505 -0.1024 0.000
C 5.286 -0.642 -0.619 0.1511 0.1691 0.3078 0.000
C 4.021 -0.484 -0.135 -0.2619 0.0145 0.1113 0.001
H 2.395 -2.053 -2.685 0.0950 0.0231 0.0525 0.000
H 4.758 -2.338 -3.514 -0.0243 0.0494 0.1086 0.000
H 8.079 0.183 -1.299 0.0432 0.1979 -0.1020 0.000
H 8.150 -1.367 -0.415 0.0679 -0.1977 0.1303 0.000
H 3.819 0.023 0.801 0.0190 -0.0697 -0.0877 0.000

***

65
Properties=species:S:1:pos:R:3:forces:R:3:lowdin_spin:R:1 method="wB97M-V/def2-TZVPD" multiplicity=2 s_squared=0.76 homo_energy_ev="-6.01 / -6.10" gap_ev="6.4 / 6.4"
O 2.801 1.632 -0.506 -1.2977 0.2937 -4.1459 0.000
C 2.139 1.903 -1.538 -1.6822 -0.0424 3.3235 0.000
C 1.319 3.162 -1.608 0.1035 0.3913 -0.4098 0.000
C 0.720 3.909 -0.568 1.0098 0.3182 0.0776 0.000
H 0.319 3.419 0.306 0.4726 -0.1251 0.1982 0.000
C 0.686 5.305 -0.665 -0.0007 -0.3995 -0.6998 0.000
H 0.410 5.916 0.210 -0.0837 -0.3829 -0.6633 0.000
C 1.091 5.901 -1.873 0.2528 0.0540 -0.3714 0.000
H 1.143 6.989 -1.943 -0.0452 -0.2598 0.0323 0.000
C 1.431 5.133 -3.009 -0.5090 0.6075 0.6653 0.000
H 1.738 5.609 -3.953 -0.4088 -0.2131 0.5160 0.000
C 1.444 3.753 -2.871 0.6599 -0.0877 -0.0538 0.000
H 1.677 3.101 -3.719 0.2330 0.2891 0.2069 0.000
H 1.849 1.276 -2.427 1.3578 -0.1930 0.5808 0.000
C -0.228 -0.626 -2.962 -1.5455 -0.4666 -1.3309 0.019
C -1.121 0.197 -2.006 3.7103 3.0868 -3.0636 0.019
H -0.321 -0.205 -4.006 0.0120 -0.8429 0.6918 0.000
H -0.579 -1.684 -2.880 0.6567 0.4478 -0.7608 0.001
H 0.876 -0.622 -2.753 -1.1047 0.3009 0.2952 0.002
C -1.641 1.409 -2.461 1.5905 -1.7944 0.1931 -0.020
C -2.488 1.352 -3.633 0.5770 -0.5783 -1.4330 -0.004
H -1.291 2.384 -2.144 -1.0129 0.0167 1.2684 -0.002
H -2.204 2.031 -4.413 -0.0556 0.8368 -0.4993 -0.002
H -3.502 1.516 -3.342 -0.8704 0.2024 0.1449 0.000
H -2.417 0.352 -4.050 -0.3417 -0.2481 -0.1276 0.000
Ti -1.672 -0.602 -0.425 0.0723 0.7165 0.4893 0.905
Cl -1.366 1.564 0.439 -0.6538 0.3366 0.8655 0.011
Cl -3.735 -1.171 -1.282 -0.6096 -0.5019 0.3010 -0.003
C -2.833 -1.053 1.945 2.4619 -1.1248 -1.3476 0.020
O -1.720 -1.374 1.383 -1.8179 -0.1188 2.9265 0.023
N -3.480 -1.940 2.659 -0.7154 -0.3599 0.2037 0.010
C -2.962 -3.277 2.951 -0.0937 0.1366 0.0918 0.001
C -4.882 -1.722 2.962 -0.0859 -0.0184 0.4418 0.001
H -3.278 -0.061 1.804 0.0724 -0.1374 0.0349 0.003
H -1.925 -3.369 2.621 -0.2880 0.1238 0.0623 0.000
H -3.586 -4.037 2.460 0.1800 0.2156 0.0047 0.001
H -3.038 -3.427 4.036 0.1170 -0.0501 -0.2334 0.000
H -5.172 -0.730 2.608 -0.0519 -0.1912 0.1359 0.000
H -5.020 -1.800 4.047 -0.2118 0.0776 -0.2060 0.000
H -5.501 -2.483 2.462 0.2015 0.2639 0.1034 0.000
H 1.249 -4.966 -0.229 -0.0084 0.3299 -0.2637 0.000
H 3.808 -4.081 -0.381 -0.2344 0.2435 -0.1395 0.000
C 1.158 -4.263 -1.076 -0.1493 -0.1232 0.0395 0.000
C 3.427 -3.296 -1.052 -0.1837 -0.2807 -0.0493 0.000
N 1.985 -3.083 -0.851 0.5384 0.1677 -0.1864 0.005
H 0.106 -3.988 -1.199 0.3323 0.0482 0.0299 0.000
C 1.515 -1.852 -0.601 -2.9900 0.4948 0.2995 0.006
O 0.268 -1.562 -0.538 3.1651 -1.3790 0.3197 0.000
H 3.977 -2.380 -0.858 -0.0427 0.0853 0.0198 0.000
H 2.310 -1.090 -0.434 -0.6291 -0.2451 -0.1248 0.000
H 1.523 -4.777 -1.979 -0.2273 0.1992 0.2483 0.000
H 3.624 -3.617 -2.091 -0.1425 0.1697 0.3899 0.000
C 0.567 0.955 3.861 -0.1782 0.0572 0.2159 0.000
P 1.033 0.044 2.356 -0.5186 -0.1588 -0.6938 0.000
C 2.627 0.830 2.041 0.0899 0.3109 0.1191 0.000
C 1.655 -1.494 3.101 -0.1532 -0.3158 0.4239 0.000
H 0.369 1.998 3.605 0.0883 -0.0545 0.0167 0.000
H 1.365 0.891 4.605 -0.0635 0.1232 0.1427 0.000
H -0.360 0.549 4.271 0.0666 -0.0206 0.0675 0.000
H 3.231 0.866 2.945 0.2693 -0.0005 0.1037 0.000
H 3.136 0.306 1.234 0.1620 0.0309 0.2411 0.000
H 2.432 1.838 1.672 0.1920 -0.0706 0.1647 0.000
H 2.401 -1.268 3.863 0.1380 -0.2136 0.1367 0.000
H 0.827 -2.053 3.547 0.0728 0.0381 0.0548 0.000
H 2.085 -2.138 2.335 0.1512 -0.0157 -0.0846 0.000

***

30
Properties=species:S:1:pos:R:3:forces:R:3:lowdin_charge:R:1 method="wB97M-V/def2-TZVPD" de_lowest_kj_mol=368.2 charge=+1 homo_energy_ev="-11.72 / -11.73" gap_ev="6.0 / 6.0"
C -1.486 -3.838 2.167 -1.3019 2.1642 -1.1573 0.145
C 2.968 -0.298 1.162 0.0577 2.3746 -3.6985 0.243
C -2.039 -2.858 1.748 -0.0418 1.5097 1.0296 -0.095
C 2.971 0.288 0.071 -0.2163 -1.8861 2.5858 -0.171
C -1.674 0.649 0.350 -0.9237 1.4974 2.1637 -0.177
C -1.270 -1.459 -0.576 -0.6474 2.0130 -0.5321 -0.137
C -0.232 1.061 0.031 -0.9759 -3.1338 -1.3214 -0.132
C 0.232 -1.199 -0.760 -2.0223 1.3317 -2.5768 -0.143
C 2.475 2.348 -1.147 -0.3978 0.8413 2.0999 -0.083
C -2.514 -1.449 1.579 1.3046 0.2513 0.1546 -0.140
C 2.680 0.872 -1.157 -1.4566 -0.3257 0.2864 -0.723
N -1.619 -0.743 0.631 -0.1616 -0.9203 0.1718 -0.194
N 0.365 0.213 -1.021 1.4592 1.6934 -0.8304 -0.031
Br 3.165 -0.092 -2.645 0.0350 0.0637 -0.4407 0.954
H -0.986 -4.710 2.148 1.2997 -2.6197 0.5179 0.002
H 2.948 -0.362 2.195 0.1309 -0.7267 1.4897 0.052
H -2.015 1.176 1.283 0.7685 -0.3320 -0.4088 0.143
H -2.429 1.120 -0.342 0.5881 -1.1682 -0.3529 0.140
H -1.964 -1.055 -1.395 1.3361 -0.7880 0.4256 0.159
H -1.419 -2.474 -0.454 -0.4149 -2.1056 0.1630 0.086
H -0.226 1.999 -0.352 0.4095 3.1999 -0.4799 0.083
H 0.389 0.795 0.832 0.7111 0.5388 1.8017 0.106
H 0.662 -1.341 0.151 1.2896 -0.7236 2.7756 0.082
H 0.718 -1.812 -1.475 0.3607 -0.3934 -1.0363 0.113
H 1.528 2.799 -1.488 0.2389 -0.8067 -0.4628 0.096
H 2.460 2.605 -0.026 0.3909 0.0208 -1.6924 0.131
H 3.277 2.862 -1.672 0.1808 -0.0179 0.0901 0.100
H -2.518 -0.934 2.580 0.0730 -0.4515 -1.0029 0.147
H -3.481 -1.429 1.168 -1.7006 -0.1684 -0.1844 0.100
H 0.274 0.615 -1.964 -0.3736 -0.9322 0.4222 0.145